Here is a cluster of 15 separate species, C60H155N5O20 in total from OMol25. Energies are from the ωB97M-V functional and the def2-TZVPD basis.

Values from the calculation:
Maximum force   2.9 eV/Å
HOMO level   -8.4 eV
HOMO-LUMO gap   0.331 Eh
Relative energy (zero: lowest compared OMol25 entry of this formula, charge and spin)   9.0 kcal/mol

Structure (XYZ):
```
240
C60H155N5O20 the ωB97M-V functional and the def2-TZVPD basis
C 3.781 2.447 3.331
O 2.449 2.881 3.135
C 2.206 4.278 3.291
C 0.776 4.565 2.870
N 0.492 5.959 2.997
C -0.890 6.408 2.933
C -0.859 7.931 2.853
O -0.153 8.414 1.682
C 0.224 9.746 1.736
H 3.916 1.466 2.895
H 4.077 2.572 4.431
H 4.517 3.139 2.883
H 2.915 4.806 2.655
H 2.415 4.608 4.318
H 0.085 4.018 3.572
H 0.534 4.232 1.882
H 1.060 6.534 2.345
H -1.337 6.111 3.891
H -1.437 5.904 2.132
H -0.464 8.329 3.749
H -1.892 8.368 2.809
H 0.881 9.885 2.593
H -0.586 10.481 1.817
H 0.780 9.994 0.826
C -0.453 0.963 1.473
O 0.229 -0.220 1.216
C 1.641 0.032 1.072
C 2.360 -1.305 0.950
N 2.400 -1.797 -0.427
C 1.319 -1.824 -1.328
C 0.537 -3.154 -1.141
O -0.723 -3.085 -1.788
C -1.734 -2.551 -0.936
H -1.472 0.735 1.742
H -0.456 1.597 0.558
H 0.088 1.498 2.255
H 1.925 0.597 1.929
H 1.848 0.678 0.208
H 1.890 -2.052 1.662
H 3.398 -1.152 1.229
H 3.123 -1.248 -0.852
H 1.746 -1.807 -2.416
H 0.601 -1.001 -1.181
H 0.411 -3.411 -0.033
H 1.139 -3.921 -1.587
H -2.671 -2.579 -1.490
H -1.587 -1.470 -0.752
H -1.836 -3.230 -0.080
C -3.538 -1.303 3.329
O -2.891 -2.242 4.204
C -2.975 -1.939 5.548
C -1.923 -0.974 5.978
N -0.545 -1.547 5.785
C 0.004 -1.216 4.431
C 1.450 -1.384 4.450
O 2.162 -0.608 5.413
C 3.470 -1.038 5.664
H -3.321 -0.223 3.402
H -4.590 -1.404 3.618
H -3.352 -1.608 2.334
H -2.953 -2.917 6.101
H -3.944 -1.453 5.772
H -2.057 -0.853 7.047
H -2.094 -0.016 5.462
H 0.093 -1.309 6.500
H -0.177 -0.140 4.213
H -0.443 -1.833 3.642
H 1.887 -1.204 3.488
H 1.570 -2.419 4.756
H 4.147 -1.039 4.813
H 3.460 -2.058 6.054
H 3.810 -0.346 6.399
C 3.203 3.223 -0.484
O 1.942 3.914 -0.472
C 1.833 4.660 -1.639
C 0.731 5.737 -1.499
N 0.418 6.370 -2.821
C -0.944 6.986 -2.839
C -0.957 8.143 -1.813
O -2.254 8.718 -1.725
C -2.411 9.677 -0.697
H 3.179 2.683 0.462
H 4.030 3.877 -0.556
H 3.261 2.551 -1.333
H 1.561 4.040 -2.477
H 2.779 5.194 -1.828
H 1.030 6.474 -0.774
H -0.175 5.244 -1.042
H 0.407 5.634 -3.498
H -1.801 6.282 -2.623
H -1.113 7.431 -3.836
H -0.336 8.929 -2.054
H -0.676 7.704 -0.851
H -1.859 9.335 0.157
H -3.494 9.781 -0.589
H -2.019 10.625 -1.059
C -0.040 2.136 5.362
O -1.354 2.229 4.739
C -2.292 2.779 5.569
C -3.648 2.393 5.010
N -3.708 2.700 3.561
C -4.078 4.100 3.233
C -3.995 4.288 1.749
O -2.677 3.982 1.267
C -2.632 4.272 -0.128
H 0.039 1.396 6.134
H 0.136 3.143 5.782
H 0.751 1.896 4.600
H -2.286 3.890 5.498
H -2.206 2.427 6.627
H -4.381 2.913 5.593
H -3.839 1.281 5.157
H -2.783 2.551 3.185
H -3.518 4.899 3.694
H -5.018 4.310 3.681
H -4.242 5.394 1.513
H -4.749 3.651 1.221
H -1.678 3.973 -0.527
H -2.759 5.361 -0.355
H -3.443 3.742 -0.594
C -4.124 0.259 -0.182
C -4.704 0.567 -1.567
C -6.205 0.176 -1.581
O -4.471 1.983 -1.766
H -3.364 1.022 -0.033
H -3.790 -0.766 -0.063
H -4.913 0.598 0.581
H -4.280 -0.031 -2.394
H -6.715 0.306 -2.537
H -6.740 0.737 -0.853
H -6.142 -0.878 -1.211
H -5.304 2.394 -2.065
C -2.080 -6.446 1.793
C -2.199 -5.523 2.996
C -0.981 -4.881 3.526
O -3.207 -4.506 2.532
H -2.991 -6.358 1.209
H -1.822 -7.484 1.980
H -1.299 -6.044 1.078
H -2.559 -6.060 3.862
H -0.502 -4.160 2.862
H -0.249 -5.612 3.851
H -1.177 -4.298 4.443
H -3.386 -3.919 3.278
C -1.238 -6.041 -3.961
C -2.157 -6.504 -2.872
C -2.308 -8.028 -2.821
O -1.570 -6.006 -1.623
H -1.581 -6.201 -4.990
H -0.283 -6.561 -3.816
H -1.112 -4.987 -3.795
H -3.170 -6.095 -2.932
H -2.565 -8.438 -3.839
H -3.178 -8.212 -2.221
H -1.338 -8.467 -2.505
H -2.286 -6.125 -0.971
C 7.948 -6.214 -1.689
C 6.897 -5.224 -1.264
C 7.324 -3.772 -1.156
O 5.865 -5.247 -2.281
H 7.518 -7.209 -1.712
H 8.848 -6.011 -1.052
H 8.252 -6.022 -2.754
H 6.539 -5.600 -0.276
H 6.402 -3.281 -0.723
H 7.615 -3.481 -2.143
H 8.164 -3.566 -0.547
H 4.991 -5.193 -1.866
C 4.023 -4.184 2.315
C 3.556 -5.019 1.139
C 2.034 -5.357 1.148
O 3.992 -4.447 -0.073
H 3.463 -3.269 2.428
H 5.109 -3.948 2.138
H 3.832 -4.674 3.267
H 4.145 -5.954 1.292
H 1.378 -4.499 1.429
H 1.911 -6.091 1.946
H 1.733 -5.663 0.163
H 3.550 -3.577 -0.113
C -3.192 -0.709 -5.485
C -2.387 -2.031 -5.620
C -0.890 -1.929 -5.176
O -3.027 -2.967 -4.826
H -2.979 0.128 -6.217
H -3.022 -0.259 -4.481
H -4.268 -0.873 -5.505
H -2.448 -2.306 -6.667
H -0.846 -1.418 -4.197
H -0.387 -1.330 -5.919
H -0.455 -2.910 -5.022
H -2.571 -3.232 -4.000
C -6.832 -3.165 -4.414
C -6.206 -3.239 -2.999
C -5.737 -4.656 -2.663
O -5.145 -2.321 -2.902
H -7.443 -2.248 -4.565
H -7.397 -4.103 -4.577
H -6.055 -3.092 -5.193
H -6.889 -2.935 -2.171
H -5.115 -4.659 -1.795
H -5.108 -4.965 -3.487
H -6.465 -5.447 -2.528
H -4.549 -2.372 -3.663
C 5.146 -1.420 -5.638
C 3.728 -1.485 -5.159
C 3.341 -2.893 -4.783
O 3.488 -0.529 -4.147
H 5.489 -0.425 -5.879
H 5.304 -1.976 -6.561
H 5.869 -1.789 -4.877
H 3.140 -1.200 -6.072
H 3.467 -3.424 -5.698
H 2.297 -2.861 -4.467
H 4.055 -3.433 -4.093
H 2.566 -0.311 -4.127
C 5.814 -0.180 0.104
C 5.648 0.787 -1.062
C 6.753 0.777 -2.056
O 4.366 0.405 -1.656
H 5.600 -1.206 -0.165
H 5.138 0.085 0.897
H 6.875 -0.081 0.406
H 5.483 1.822 -0.690
H 6.564 1.488 -2.835
H 6.847 -0.196 -2.512
H 7.731 0.988 -1.568
H 4.521 0.280 -2.613
C -1.406 1.298 -2.417
C -0.258 2.345 -2.695
C 0.737 1.710 -3.591
O -0.791 3.522 -3.314
H -2.167 1.374 -3.158
H -1.811 1.418 -1.400
H -0.991 0.237 -2.481
H 0.272 2.595 -1.761
H 0.207 1.291 -4.481
H 1.214 0.968 -2.995
H 1.445 2.512 -3.980
H -1.763 3.424 -3.401
```